1.
The following is a DFT calculation (wB97M-V/def2-TZVPD) of a 13-piece molecular cluster, C23H43Cl16FO15 overall at a distorted geometry.

Its maximum force is 0.0419 Eh/bohr. For the molecular weight, the calculation gives 1145.83 g/mol. Its charge is 0. The HOMO energy comes out at -10.385 eV. As for the multiplicity: 1.

Last column: Mulliken charge in e.
CARTESIAN COORDINATES (ANGSTROEM)
C1 -5.70885 0.86843 -11.71061  -0.33
O1 -6.81537 1.75026 -11.87966  -0.37
C2 -6.68906 2.68212 -12.82402  0.68
O2 -5.69802 2.92986 -13.45612  -0.29
O3 -7.80021 3.39238 -12.99014  -0.27
C3 -9.00970 3.00876 -12.36314  -0.77
H1 -5.88744 -0.02543 -12.31265  0.32
H2 -5.52557 0.54581 -10.68737  0.28
H3 -4.77501 1.31845 -12.04394  -0.11
H4 -9.20142 1.94441 -12.23174  0.32
H5 -9.81927 3.42227 -12.95736  0.25
H6 -9.05816 3.43579 -11.35864  0.30
C4 1.00803 2.98771 -13.19372  0.29
O4 -0.39241 3.24972 -13.30965  -0.04
C5 -0.80931 4.50541 -13.35654  0.18
O5 -0.18882 5.47522 -13.03300  -0.62
O6 -1.99777 4.60638 -13.93336  0.42
C6 -2.74171 3.51949 -14.46797  0.81
H7 1.30407 2.32692 -14.00345  0.24
H8 1.19489 2.55928 -12.21251  -0.12
H9 1.57344 3.91423 -13.30757  -0.24
H10 -3.65773 3.95577 -14.85103  -0.40
H11 -3.05286 2.83896 -13.68293  -0.66
H12 -2.16160 2.97344 -15.20558  0.30
C7 3.05561 -0.16180 -5.86027  -0.75
O7 2.40151 0.93894 -6.39044  -0.36
C8 1.50654 0.74635 -7.34793  0.91
O8 1.17850 -0.31698 -7.80631  -0.62
O9 1.03487 1.92523 -7.69897  -0.39
C9 0.12203 2.06860 -8.76565  -0.53
H13 2.43226 -1.05690 -5.79758  0.32
H14 3.35120 -0.03372 -4.81584  0.28
H15 3.97396 -0.37356 -6.40478  0.28
H16 -0.22332 1.12061 -9.17453  0.27
H17 0.50877 2.70838 -9.56037  0.29
H18 -0.80037 2.54722 -8.42659  0.29
C10 -5.40665 2.14027 -7.53008  -0.71
O10 -5.41808 2.97341 -8.69612  -0.34
C11 -4.25220 3.17714 -9.29760  0.63
O11 -3.21781 2.64879 -9.00694  -0.48
O12 -4.44680 4.04301 -10.27191  -0.31
C12 -3.36050 4.26604 -11.14321  -0.14
H19 -4.89709 1.21557 -7.80214  0.33
H20 -6.45533 1.91630 -7.34816  0.25
H21 -4.98781 2.61938 -6.64981  0.29
H22 -2.44323 4.55587 -10.63509  0.41
H23 -3.57412 4.99411 -11.92338  0.25
H24 -3.19073 3.35712 -11.72686  -0.24
C13 3.37729 -0.36724 -10.17645  -0.36
C14 4.46427 -0.98044 -11.06402  0.31
O13 3.90611 -0.92403 -12.35484  -0.37
C15 2.74194 -0.25455 -12.36354  0.45
O14 2.10984 -0.02686 -13.32613  -0.46
O15 2.49362 0.25104 -11.12398  -0.03
F1 4.70689 -2.30784 -10.72736  -0.30
H25 3.90296 0.29233 -9.48338  0.17
H26 2.75194 -1.05360 -9.60937  0.30
H27 5.40216 -0.42023 -11.07489  0.30
C16 4.43479 4.87391 -9.67928  -0.53
Cl1 3.67681 3.81375 -8.49203  -0.09
Cl2 3.48680 5.06114 -11.14485  -0.03
H28 4.63282 5.82403 -9.19729  0.36
H29 5.37753 4.44040 -9.99720  0.28
C17 3.37627 3.61253 -16.97279  0.30
Cl3 4.87158 4.55646 -17.19143  -0.15
Cl4 3.54368 2.01165 -17.72576  -0.18
H30 3.27751 3.48419 -15.90420  -0.02
H31 2.57668 4.15798 -17.44503  0.04
C18 3.64241 7.61721 -15.17236  -0.22
Cl5 3.47541 6.12308 -14.22323  -0.06
Cl6 5.16043 7.68469 -16.08756  -0.15
H32 2.82117 7.68189 -15.87410  0.06
H33 3.61898 8.47844 -14.51786  0.37
C19 -5.77163 6.25043 -14.44026  0.01
Cl7 -5.61991 5.56158 -16.05462  -0.13
Cl8 -4.39109 7.31373 -14.08906  -0.11
H34 -6.68221 6.84085 -14.42757  0.41
H35 -5.88050 5.48369 -13.67934  -0.21
C20 -1.34417 -0.25307 -13.12425  -0.46
Cl9 -2.86091 0.22462 -13.90659  -0.11
Cl10 -1.23638 0.52096 -11.53875  -0.02
H36 -1.33356 -1.33043 -13.01653  0.51
H37 -0.51096 0.05597 -13.74437  0.12
C21 -0.34554 5.68510 -16.66415  0.24
Cl11 -0.05809 3.92331 -16.80490  -0.23
Cl12 -2.03258 6.01928 -17.07989  -0.09
H38 -0.18689 5.95715 -15.62443  -0.41
H39 0.37430 6.23980 -17.25528  0.49
C22 -3.92255 2.76368 -17.93718  0.64
Cl13 -4.10140 3.94000 -19.25963  -0.16
Cl14 -3.83912 1.10650 -18.58013  -0.19
H40 -3.01948 3.01754 -17.39662  -0.33
H41 -4.77706 2.83051 -17.27433  0.06
C23 -1.01665 8.49432 -13.64075  0.60
Cl15 0.18460 8.99682 -14.89185  -0.21
Cl16 -1.86786 9.90673 -13.04397  -0.18
H42 -1.74167 7.85373 -14.12277  -0.38
H43 -0.46280 8.00964 -12.85533  0.13

2.
The following is a DFT calculation (wB97M-V/def2-TZVPD) of C23H43ClIrN4 as an isolated structure at a distorted geometry.

Its maximum force is 0.0836 Eh/bohr. The energy above the lowest of the compared OMol25 structures with the same formula, charge and spin comes out at 1.7896 eV. For the molecular weight, the calculation gives 603.30 g/mol. Its charge is -2. The HOMO energy (alpha / beta) comes out at 2.479 / -3.501 eV. As for the multiplicity: 6.

Last column: Mulliken spin population.
CARTESIAN COORDINATES (ANGSTROEM)
Ir1 0.10488 0.09465 -0.08975  6.41
Cl1 1.99008 1.18902 -1.02083  -0.33
C1 0.35712 0.81854 4.15736  0.08
C2 0.31807 0.87953 1.88726  1.00
N1 0.79937 0.22345 3.00289  -0.05
H1 -0.93367 2.54129 4.42741  0.03
N2 -0.40166 1.92898 2.42348  -0.02
H2 0.54531 0.40983 5.13869  0.02
C3 1.52945 -1.08051 3.08352  0.07
C4 2.10419 -1.36528 4.47276  0.12
C5 0.58369 -2.21415 2.76317  -0.56
H3 1.31149 -1.55018 5.20547  0.02
H4 2.72171 -2.27511 4.46999  -0.06
H5 2.74843 -0.52703 4.78456  0.03
H6 3.12918 -1.97186 1.92895  -0.07
H7 3.35405 -0.24187 2.33005  0.01
H8 0.36098 -2.23818 1.69916  0.53
C6 2.62555 -1.00373 2.04522  -0.17
H9 -0.37538 -2.15528 3.26609  0.04
H10 1.07693 -3.16001 2.98326  -0.22
H11 2.23705 -0.71354 1.05059  0.04
C7 -0.39713 1.85831 3.79427  -0.03
C8 -2.75395 1.87064 1.81945  -0.23
H12 -3.08286 1.83744 2.86284  -0.18
H13 -3.53382 2.35159 1.21910  -0.07
C9 -1.47938 2.69519 1.75444  -0.38
H14 -1.92682 3.48881 -0.19249  -0.10
C10 -1.70262 4.00944 2.44671  0.20
H15 -0.76522 4.56627 2.53398  0.02
H16 -2.61005 0.85011 1.47088  0.34
H17 -0.78182 2.06993 -0.21366  0.26
H18 -2.14045 3.86609 3.42688  -0.01
H19 -2.40965 4.61315 1.87331  0.01
C11 -1.07371 3.01752 0.33984  -0.54
H20 -0.16747 3.66051 0.25489  0.05
C12 0.77695 -1.64434 -3.74585  0.24
N3 0.62464 -1.70627 -2.38545  0.45
H21 0.15553 -0.21777 -5.19461  0.04
N4 -0.45965 0.05536 -3.06821  0.34
H22 1.41353 -2.25174 -4.37159  -0.05
C13 1.36561 -2.72960 -1.61530  -4.49
C14 1.39096 -4.05034 -2.34189  1.70
C15 2.76699 -2.19156 -1.40070  0.75
H23 2.06713 -3.99603 -3.17919  -0.17
H24 1.72912 -4.82187 -1.64364  -0.14
H25 0.37406 -4.29761 -2.66883  0.25
H26 1.17717 -3.63897 0.34474  0.19
H27 -0.38303 -3.34049 -0.52104  -0.36
H28 2.75500 -1.34266 -0.69819  0.22
C16 0.64666 -2.97831 -0.33759  0.88
H29 3.19339 -1.88769 -2.36488  -0.24
H30 3.36165 -3.00596 -0.97875  0.12
H31 0.71542 -1.97417 0.16345  0.04
C17 0.10454 -0.55292 -4.16636  0.12
C18 -0.09025 2.44140 -3.31281  0.82
H32 0.64963 2.16702 -4.08701  -0.10
H33 -0.59835 3.37345 -3.59092  0.00
C19 -1.16065 1.35144 -3.20695  -4.12
H34 -2.42049 2.54311 -1.97784  -0.21
C20 -1.95373 1.38521 -4.51350  1.82
H35 -2.57204 0.48515 -4.59802  0.16
H36 0.38995 2.58372 -2.33375  0.17
H37 -1.64318 1.16313 -1.11991  0.39
H38 -1.27353 1.46308 -5.35498  -0.13
H39 -2.60196 2.27224 -4.49108  -0.26
C21 -2.12624 1.49379 -2.06281  0.46
H40 -2.99655 0.82882 -2.18040  0.21
C22 -0.09097 -0.61494 -1.91091  -0.06
C23 -1.49749 -1.00706 0.36538  -0.65
H41 -1.23372 -1.94135 -0.09495  -0.01
H42 -1.57818 -1.19390 1.44241  -0.01
H43 -2.33984 -0.56493 -0.19780  0.33